1.
74
Properties=species:S:1:pos:R:3 method="wB97M-V/def2-TZVPD" homo_lumo_gap_ev=6.8517
Cd -0.29818 -0.23710 0.05343
O -3.46770 5.13132 3.37553
C -3.97065 3.99156 3.31862
O -5.10592 3.54418 3.56761
C -2.98914 2.91177 2.77092
C -3.38480 1.59071 2.63622
C -2.53894 0.69277 2.00918
N -1.32549 1.06289 1.58362
C -0.90993 2.32131 1.75895
C -1.72681 3.27699 2.32973
C 0.48199 2.60556 1.29539
C 1.14267 3.77240 1.65370
C 2.45478 3.95731 1.25184
C 3.08616 2.96506 0.51848
C 2.36354 1.83233 0.19991
N 1.09057 1.66094 0.56221
C -2.89324 -0.74378 1.79666
C -4.21004 -1.17500 1.74417
C -4.45714 -2.52922 1.59192
C -3.38945 -3.40647 1.50154
C -2.10998 -2.88556 1.53500
N -1.86038 -1.58560 1.67375
H -4.35756 1.30891 3.02314
H -1.45259 4.31982 2.42914
H 0.63972 4.51976 2.25168
H 2.98099 4.86513 1.52010
H 4.11573 3.06133 0.19891
H 2.81060 1.03067 -0.37553
H -5.02260 -0.46066 1.80556
H -5.47559 -2.89517 1.54355
H -3.54280 -4.47178 1.39038
H -1.24449 -3.53232 1.43712
Br 4.18342 -3.03633 -3.16637
C 3.66116 -2.95298 -1.34475
C 4.34693 -3.90329 -0.54610
C 4.14455 -3.97927 0.78558
Br 5.11048 -5.26408 1.77918
C 3.22201 -3.11152 1.42336
C 2.97568 -3.10519 2.81293
C 2.07237 -2.23244 3.33674
C 1.38084 -1.38151 2.46080
N 1.57734 -1.36852 1.16540
C 2.51202 -2.19274 0.62439
C 2.76333 -2.08479 -0.78688
O 2.02536 -1.09050 -1.33180
H 5.05392 -4.56537 -1.02444
H 3.51725 -3.79215 3.44927
H 1.87122 -2.20050 4.39971
H 0.62329 -0.69926 2.83663
Cl -1.06976 -1.86443 -1.50095
C 1.96674 -0.68876 -2.66809
Cl 3.30409 0.43794 -3.08263
H 1.03650 -0.14802 -2.77246
H 2.01969 -1.49711 -3.37049
C -2.92674 2.25614 -1.02706
C -3.62020 3.20895 -2.04369
N -2.92579 3.15947 -3.33369
C -2.96384 1.78444 -3.83446
C -2.28090 0.82197 -2.82399
N -1.77923 1.57902 -1.66045
C -0.83298 2.60317 -2.13398
C -1.53012 3.55572 -3.14710
H -3.61216 1.48704 -0.66716
H -2.56633 2.81712 -0.16824
H -3.60756 4.23727 -1.68218
H -4.66043 2.92589 -2.20518
H -2.45921 1.76226 -4.80243
H -4.00612 1.50941 -3.99873
H -1.44192 0.29601 -3.27752
H -2.96634 0.06254 -2.45412
H 0.02123 2.09553 -2.58919
H -0.46779 3.15280 -1.26358
H -1.03529 3.52335 -4.11997
H -1.50842 4.58840 -2.79653

=====

2.
69
Properties=species:S:1:pos:R:3 method="wB97M-V/def2-TZVPD" spin_multiplicity=3 total_charge=-1 homo_lumo_gap_ev="4.8675 / 7.3487"
Ti 1.25936 0.36506 -0.69207
C -2.34164 3.46873 -1.34220
C -1.62305 2.34592 -0.57700
C -1.39273 2.87924 0.85597
C -0.89708 2.03230 2.05419
C -0.55109 3.03512 3.16740
C -1.96901 1.07790 2.57582
N 0.29928 1.30163 1.60768
C 1.19780 0.63393 2.54132
C 0.98137 -0.88225 2.53339
N 1.19349 -1.49976 1.20313
C 2.67265 -1.70020 1.11000
C 3.31748 -1.99784 -0.26316
O 3.83346 -3.11556 -0.43427
O 3.29941 -1.00372 -1.02355
C 0.39842 -2.79065 1.08744
C 1.22274 -4.08043 1.16163
C -0.67624 -2.88370 -0.03697
C -0.51451 -2.46868 -1.50755
C 0.70201 -3.06572 -2.20087
C -1.78500 -2.97511 -2.21976
N -0.47164 -1.00930 -1.54605
C -0.51091 -0.33510 -2.85563
C -0.89026 1.15547 -2.58338
N -0.42293 1.84658 -1.33668
C 0.54329 2.96437 -1.55948
C 2.08482 2.75068 -1.36559
O 2.77666 3.41381 -2.11989
O 2.43185 2.11902 -0.28317
H -3.29336 3.70851 -0.86358
H -2.54501 3.18151 -2.37315
H -1.73486 4.37520 -1.36105
H -2.30675 1.49539 -0.51138
H -2.36408 3.28201 1.16060
H -0.73645 3.75291 0.79072
H -1.37802 3.73243 3.32094
H 0.33522 3.61301 2.89782
H -0.36389 2.53572 4.11925
H -2.87832 1.63019 2.82418
H -1.62615 0.57733 3.48457
H -2.20832 0.31573 1.83320
H 0.83948 1.99823 1.09027
H -0.86204 0.37890 0.36806
H 1.07079 0.98496 3.57235
H 2.21424 0.88274 2.23230
H -0.03895 -1.08183 2.86572
H 1.66180 -1.33721 3.26893
H 3.00477 -2.43923 1.84603
H 3.12420 -0.74728 1.39526
H -0.23245 -2.80656 1.98220
H 1.95009 -4.17104 0.35569
H 0.53320 -4.92677 1.12760
H 1.76716 -4.15247 2.10323
H -1.57667 -2.36372 0.31840
H -0.95172 -3.94227 -0.05855
H 0.64965 -4.15663 -2.16748
H 1.63853 -2.74785 -1.75133
H 0.72977 -2.75887 -3.24807
H -1.88796 -4.05564 -2.10230
H -1.74965 -2.76418 -3.28886
H -2.67835 -2.49966 -1.80300
H -1.28452 -0.66861 -1.03363
H -1.29500 -0.72432 -3.51821
H 0.49636 -0.36155 -3.24745
H -1.98688 1.12203 -2.55448
H -0.60107 1.74427 -3.45534
H 0.35572 3.72097 -0.79191
H 0.38137 3.43935 -2.52850
O 1.66014 0.65257 -2.24975

=====

3.
10
Properties=species:S:1:pos:R:3 method="wB97M-V/def2-TZVPD" homo_lumo_gap_ev=8.9653
C -0.09716 -0.47188 -0.84707
C -1.79680 -0.00338 0.34768
P 1.38119 0.29718 -0.09212
Br -3.22065 -1.11866 -0.07564
Br -2.17960 1.86511 0.00377
H -0.40624 -1.50288 -0.66161
H -0.59807 0.11099 -1.58743
H -1.38242 -0.23342 1.24058
H 1.38688 -0.24268 1.16493
H 0.71545 1.47574 -0.10946

=====

4.
18
Properties=species:S:1:pos:R:3 method="wB97M-V/def2-TZVPD" total_charge=+1 homo_lumo_gap_ev="4.3931 / 4.3917"
C 2.71926 -0.02695 0.43046
C -2.61913 0.63993 1.20721
C -2.85305 0.01880 -0.10689
C -0.33739 -0.16974 -1.37863
C -0.63232 0.79896 -0.54286
N -1.91189 1.03500 0.05309
P 3.72911 -1.34629 0.19715
H 2.59161 0.68756 -0.31364
H -3.28727 1.34144 1.53456
H -2.05427 0.30254 2.02338
H -2.44459 -0.98678 -0.30135
H -3.70143 0.20930 -0.65327
H 2.29503 0.19971 1.42468
H 0.58003 -0.05434 -1.98927
H -1.15461 -0.79934 -1.69354
H 0.06525 1.47309 -0.10736
H 4.60403 -1.86211 1.21850
H 4.41163 -1.46079 -1.00223

=====

Which relative energy (zero: lowest compared OMol25 entry of this formula, charge and spin) belongs to each record? In order, 64.9, 0.0, 424.3, 481.0 kJ/mol.
Which maximum force belongs to each record? In order, 0.49, 1.44, 4.79, 4.37 eV/A.